(1)
Here is the molecule C7H9NO from the Open Molecules 2025 dataset. Energies are from wB97M-V/def2-TZVPD.

```
18
Properties=species:S:1:pos:R:3:lowdin_charge:R:1
C -1.73649 -1.68508 0.07250 -0.11
C 0.08139 -2.94783 0.90197 -0.34
C -1.58433 -0.50865 0.95814 -0.13
C 0.95897 -0.91379 0.51126 -0.02
C -0.15881 -0.05370 0.80623 -0.27
C 0.41355 -0.16527 -0.60625 -0.34
C 1.18837 0.91403 -1.23728 -0.08
N -0.99373 -2.69310 0.33859 0.15
O 0.78074 -3.70991 1.45432 0.13
H -2.48221 -1.47163 -0.60913 0.10
H -2.27596 0.28850 0.65666 0.13
H -1.58144 -0.76631 1.97519 0.11
H 2.02863 -1.00423 0.85333 0.14
H -0.01892 0.91624 1.23379 0.13
H -0.36126 -0.53363 -1.28486 0.13
H 1.07157 1.88849 -0.66927 0.10
H 0.93894 1.07574 -2.34812 0.10
H 2.24155 0.81309 -1.33777 0.05
```

Summary:
HOMO-LUMO gap (alpha / beta) (eV): 7.62 / 7.61
Charge: 0
LUMO level (alpha / beta) (Ha): -0.004 / -0.004

***

(2)
Here is the molecule C6H12O from the Open Molecules 2025 dataset. Energies are from wB97M-V/def2-TZVPD.

```
19
Properties=species:S:1:pos:R:3:lowdin_charge:R:1
C 1.14135 0.27124 1.19223 -0.08
C 0.71481 -0.67999 0.06280 -0.38
C 1.54707 -0.42538 -1.19909 -0.07
C -0.76874 -0.66253 -0.31141 -0.22
C -1.86493 -0.22260 0.63542 -0.06
C -1.53705 0.60037 -0.57334 -0.32
O -0.93806 1.86256 -0.47344 -0.01
H 0.36785 0.38573 1.96001 0.06
H 2.02734 -0.11527 1.70477 0.08
H 1.39677 1.26618 0.80929 0.08
H 0.92220 -1.70152 0.41207 0.13
H 2.61894 -0.56680 -1.01674 0.08
H 1.38646 0.60176 -1.54631 0.08
H 1.25087 -1.10367 -2.00755 0.08
H -1.02662 -1.49599 -0.96588 0.14
H -2.79867 -0.77644 0.67793 0.10
H -1.55541 0.17530 1.60038 0.09
H -2.24971 0.60210 -1.39445 0.14
H -0.63448 1.98496 0.43332 0.08
```

Summary:
HOMO-LUMO gap (eV): 10.30
Charge: 0
Structure (SMILES): CC(C)[C@H]1C[C@H]1O
LUMO level (Ha): 0.038

***

(3)
Here is a structure of composition C35H28FGeIN7O4ReS from the Open Molecules 2025 dataset. Energies are from wB97M-V/def2-TZVPD.

```
79
Properties=species:S:1:pos:R:3:lowdin_charge:R:1
Re 0.67863 -1.18129 1.01703 1.49
F -5.68499 2.01423 1.00073 0.12
C -4.63310 2.01783 1.80587 -0.19
C -3.44198 2.44235 1.38973 0.06
N -2.33843 2.45014 2.24376 0.01
C -1.02556 2.78947 1.73026 0.01
C -0.34459 1.53110 1.26245 -0.36
O -0.40009 1.28199 -0.03838 0.00
O 0.14947 0.66021 1.97602 -0.07
C -2.40930 1.96605 3.54037 -0.47
O -1.42359 1.89109 4.24660 0.06
N -3.66310 1.59508 3.94191 0.23
C -4.84524 1.54345 3.18043 -0.37
O -5.87586 1.15019 3.64271 0.16
H -3.29057 2.80441 0.38195 0.15
H -0.42605 3.26319 2.50690 0.16
H -1.14244 3.45998 0.88154 0.15
H -3.74627 1.28667 4.90371 0.17
S -0.09680 -5.19099 -1.11052 0.94
C 0.24869 -3.88900 -0.38267 -0.84
N 0.52935 -2.85276 0.20281 -0.16
N 4.68464 1.41958 3.67537 0.17
C 4.26428 0.86131 2.52734 -0.34
C 2.98421 0.27814 2.41594 -0.04
N 2.59263 -0.26983 1.26981 -0.10
C 3.43574 -0.26022 0.22345 -0.09
C 4.68517 0.31689 0.36294 -0.07
N 5.10106 0.87173 1.48807 0.16
H 4.09745 1.49204 4.48621 0.12
H 5.60567 1.82489 3.70262 0.13
H 2.29539 0.27355 3.24781 0.11
H 3.09627 -0.69409 -0.70284 0.09
H 5.36960 0.33207 -0.47555 0.13
I -1.05215 -0.89081 6.88574 1.01
C 0.07909 -1.74338 5.37351 -0.69
C 0.90624 -2.83065 5.62517 -0.08
C 1.63638 -3.37096 4.57986 -0.01
C 1.51724 -2.82275 3.32170 -0.12
N 0.71304 -1.76970 3.07575 -0.12
C 0.00553 -1.23313 4.08802 -0.17
H 0.97722 -3.25150 6.61880 0.12
H 2.28979 -4.21755 4.73245 0.13
H 2.06634 -3.22824 2.48088 0.11
H -0.61113 -0.37484 3.86653 0.08
C 0.03888 0.00992 -0.33670 -0.31
Ge -0.24621 -0.16223 -2.37739 1.05
C -2.13370 0.24460 -2.43573 -0.30
C -2.64365 0.99434 -3.49512 -0.09
C -4.00100 1.28261 -3.55739 -0.06
C -4.85420 0.82889 -2.56254 -0.06
C -4.35695 0.07747 -1.50543 -0.08
C -3.00289 -0.21637 -1.44561 -0.12
C 0.89148 1.28412 -2.97981 -0.28
C 0.47659 2.60674 -2.80878 -0.11
C 1.28563 3.65568 -3.21895 -0.06
C 2.51800 3.39315 -3.80181 -0.06
C 2.93654 2.08348 -3.98534 -0.06
C 2.12629 1.03224 -3.57909 -0.10
C 0.26095 -1.88001 -3.08360 -0.30
C 1.56739 -2.37236 -3.02004 -0.15
C 1.92108 -3.52821 -3.69629 -0.08
C 0.96741 -4.20947 -4.44340 -0.07
C -0.33475 -3.73702 -4.50901 -0.07
C -0.68697 -2.57456 -3.83548 -0.10
H -1.98519 1.36357 -4.27281 0.11
H -4.39052 1.86148 -4.38346 0.12
H -5.91061 1.05398 -2.61334 0.12
H -5.02691 -0.28441 -0.73661 0.11
H -2.62958 -0.81896 -0.62252 0.09
H -0.49185 2.82065 -2.37109 0.10
H 0.95035 4.67714 -3.09983 0.11
H 3.14474 4.21111 -4.12980 0.12
H 3.88474 1.88076 -4.46434 0.11
H 2.44651 0.01540 -3.76706 0.09
H 2.32161 -1.85436 -2.43938 0.08
H 2.93612 -3.89906 -3.64665 0.12
H 1.24374 -5.10714 -4.97983 0.12
H -1.07467 -4.26773 -5.09223 0.12
H -1.70628 -2.21141 -3.89633 0.11
```

Summary:
HOMO-LUMO gap (eV): 6.57
Charge: +2
LUMO level (Ha): -0.271

***

(4)
Here is the molecule C3H9NO from the Open Molecules 2025 dataset. Energies are from wB97M-V/def2-TZVPD.

```
14
Properties=species:S:1:pos:R:3:lowdin_charge:R:1
C -0.88715 -0.91911 1.37265 -0.15
N -1.09761 0.05692 0.36538 -0.14
C -0.27468 0.60750 -0.70140 -0.21
C 1.12725 0.04676 -0.62531 -0.27
O 2.02803 0.71599 -1.51106 -0.07
H -1.29336 -1.89388 1.09998 0.07
H 0.17008 -1.05697 1.60552 0.07
H -1.31980 -0.56305 2.30878 0.08
H -2.04577 0.37934 0.30897 0.10
H -0.20708 1.69455 -0.62587 0.11
H -0.72700 0.18977 -1.60243 0.12
H 1.14855 -1.00851 -0.89597 0.12
H 1.56448 0.09475 0.37898 0.11
H 1.81405 1.65594 -1.47823 0.08
```

Summary:
HOMO-LUMO gap (eV): 9.13
Charge: 0
Structure (SMILES): CNCCO
LUMO level (Ha): 0.036

***

(5)
Here is a cluster of 2 separate species, C5H10O2 in total from the Open Molecules 2025 dataset. Energies are from wB97M-V/def2-TZVPD.

```
17
Properties=species:S:1:pos:R:3:lowdin_charge:R:1
C -2.06318 -0.08944 -1.71182 -0.10
O -0.74918 0.23109 -1.31742 -0.14
C -0.51371 -0.03914 0.02831 -0.31
C -0.21713 -1.47249 0.47442 -0.03
C 0.83519 -0.45154 0.39674 -0.18
C 2.11079 -0.11363 0.39320 -0.16
O 2.58269 1.11439 0.04568 -0.01
H -2.80917 0.47203 -1.12928 0.09
H -2.26482 -1.16396 -1.59582 0.09
H -2.15382 0.18367 -2.76567 0.09
H -1.09720 0.58045 0.71817 0.15
H -0.59310 -1.79333 1.44541 0.10
H -0.23416 -2.24011 -0.29832 0.11
H 2.91548 -0.78199 0.68437 0.13
H 1.83684 1.62742 -0.29993 0.11
H 0.95129 2.04444 2.72490 0.05
H 1.46320 1.89215 2.20706 0.02
```

Summary:
HOMO-LUMO gap (eV): 9.90
Charge: 0
Structure (SMILES): CO[C@H]1C/C1=C/O.[H][H]
LUMO level (Ha): 0.037